1.
ORCA calculation (ωB97M-V/def2-TZVPD) on 2 unconnected molecules or ions with the total composition C4H13NO2.

Structure (XYZ):
```
20
Properties=species:S:1:pos:R:3:forces:R:3:nbo_charge:R:1
C 0.1399 2.6513 0.3125 0.13 0.27 -0.49 -0.6178
C 0.9668 1.3737 0.1417 0.06 -0.39 -0.21 -0.0382
C 0.5773 0.3317 1.1930 0.46 1.02 0.01 -0.6208
N 0.8068 0.8441 -1.2127 -0.57 0.29 0.09 -0.6652
C 0.7697 -0.5074 -1.5704 0.27 -0.56 0.18 0.0909
O 2.0176 -1.2078 -1.4748 0.89 0.00 0.22 -0.7572
H 0.7739 3.5014 0.5428 0.08 0.14 0.19 0.2073
H -0.6085 2.5644 1.0909 -0.18 -0.07 0.12 0.2110
H -0.3581 2.8910 -0.6284 -0.12 -0.04 0.10 0.2168
H 2.0197 1.6433 0.2850 0.06 -0.10 0.20 0.1617
H 0.7479 0.8149 2.1576 -0.14 -0.15 0.08 0.2134
H 1.2217 -0.5348 1.1533 -0.11 -0.43 -0.10 0.2182
H -0.4791 0.1023 1.1051 -0.10 -0.32 0.01 0.2132
H 1.0483 1.4604 -1.9633 0.14 0.26 -0.03 0.3745
H 0.4826 -0.5801 -2.6157 -0.32 0.01 -0.08 0.1681
H 0.0964 -1.0983 -0.9448 -0.26 0.26 -0.09 0.1604
H 2.6844 -0.5896 -1.1397 -0.29 -0.21 -0.19 0.4637
H -5.0410 -2.9486 2.7642 0.00 -0.09 -0.01 0.4690
H -4.1010 -3.5745 1.7243 -0.03 -0.10 0.03 0.4694
O -4.3976 -2.7352 2.0833 0.03 0.19 -0.02 -0.9383
```
Forces are in eV/Å.

Values from the calculation:
Molar mass, Da: 107.153
Maximum force, Eh/bohr: 0.0219
SMILES: CC(C)NCO.O
Energy above the lowest of the compared OMol25 structures with the same formula, charge and spin, eV: 0.8650
Total charge: 0
Kohn-Sham gap, hartree: 0.3583

***

2.
ORCA calculation (ωB97M-V/def2-TZVPD) on a molecular structure, C3H2KLiO3.

Structure (XYZ):
```
10
Properties=species:S:1:pos:R:3:forces:R:3:lowdin_charge:R:1
O 0.3705 1.6636 -1.4707 0.06 -0.80 -3.33 -0.5154
O 0.5837 -0.8306 -0.2984 -1.45 1.00 0.81 -0.3751
C 0.7578 -2.7263 1.2080 -0.83 1.12 1.50 0.0462
C -0.3581 -0.0522 0.1444 1.25 -1.25 -0.19 -0.3682
O 0.2568 -2.1988 2.1114 0.70 -0.95 -1.43 -0.1009
C -0.5786 1.2097 -0.5977 2.13 2.85 2.24 -0.5281
K 1.7120 -0.0439 -2.4125 0.19 -0.06 -0.13 0.9159
H -0.0487 2.1717 -0.0143 -2.62 -2.16 1.25 0.1658
H -1.6831 1.3028 -0.7436 0.38 0.33 -0.32 0.0812
Li -1.0123 -0.4960 2.0734 0.20 -0.10 -0.39 0.6785
```
Forces are in eV/Å.

Values from the calculation:
Molar mass, Da: 132.085
Maximum force, Eh/bohr: 0.0817
Energy above the lowest of the compared OMol25 structures with the same formula, charge and spin, eV: 3.1882
Total charge: 0
Kohn-Sham gap, hartree: 0.2057

***

3.
ORCA calculation (ωB97M-V/def2-TZVPD) on a molecular structure, C23H41CuN8SSi2.

Structure (XYZ):
```
76
Properties=species:S:1:pos:R:3:forces:R:3:lowdin_charge:R:1
Cu 0.2777 -0.0180 0.2943 0.54 0.03 0.19 0.3427
N -2.2553 -0.5075 3.8877 0.03 0.01 -0.01 0.0471
C -1.5963 -0.4147 2.6992 -0.02 0.05 0.06 -0.9022
S -0.3905 0.7950 2.5521 -0.04 -0.07 0.02 0.6400
N -2.0050 -1.2901 1.7955 -0.04 -0.05 0.00 -0.0123
N -1.2797 -1.2758 0.6525 -0.16 -0.14 -0.10 -0.0988
C -1.6730 -2.0460 -0.2917 0.02 -0.03 0.22 -0.1080
C -0.9030 -2.0761 -1.5333 -0.05 -0.07 -0.01 -0.2683
C -0.9022 -3.1839 -2.3755 0.00 0.07 0.02 -0.0289
C -0.0416 -3.1842 -3.4593 0.04 0.02 -0.04 -0.0782
C 0.7859 -2.0905 -3.6661 0.02 -0.02 -0.01 -0.0496
C 0.6950 -1.0172 -2.7908 0.07 -0.04 -0.12 -0.1057
N -0.1466 -1.0014 -1.7708 -0.11 -0.06 0.01 0.0912
H -2.0982 0.1903 4.5893 0.00 -0.02 -0.04 0.0639
H -2.9998 -1.1748 3.9735 -0.04 -0.02 0.01 0.0810
H -2.5310 -2.6992 -0.1482 0.04 0.03 0.01 0.1246
H -1.5352 -4.0322 -2.1566 -0.03 -0.05 0.02 0.1083
H 0.0019 -4.0401 -4.1212 0.00 0.00 -0.01 0.1018
H 1.4976 -2.0685 -4.4792 0.00 0.01 -0.02 0.1007
H 1.3234 -0.1406 -2.8869 0.05 0.05 -0.04 0.1108
C -0.0854 3.6358 0.3012 0.12 -0.10 -0.02 -0.1960
Si 0.9524 2.7710 -1.0239 -0.10 -0.04 -0.10 0.3908
C 2.1310 4.1489 -1.5825 -0.07 -0.16 0.08 -0.2013
C -0.1276 2.5089 -2.5686 0.11 0.06 0.08 -0.1830
N 1.5477 1.2705 -0.4743 -0.10 0.16 0.25 -0.1312
C 2.8111 0.7034 -0.5844 -0.04 -0.16 -0.05 -0.3132
C 3.9219 1.3611 -1.1083 -0.03 -0.13 0.05 -0.0741
C 5.1588 0.7459 -1.2683 0.15 -0.13 -0.01 -0.1515
C 5.3059 -0.5758 -0.8946 0.12 0.15 -0.08 -0.1471
C 4.2230 -1.2491 -0.3467 0.02 -0.02 -0.05 -0.0883
C 2.9727 -0.6545 -0.1461 0.07 0.12 -0.07 -0.3292
N 1.9062 -1.2941 0.4440 -0.43 0.02 -0.01 -0.1054
Si 2.0828 -2.8587 1.1034 0.03 -0.04 0.14 0.3811
C 2.4703 -4.2179 -0.1724 -0.02 0.10 0.09 -0.1727
C 0.5449 -3.5296 1.9586 0.11 0.10 -0.12 -0.1797
C 3.4092 -2.9339 2.4581 -0.10 0.01 -0.14 -0.1761
H -0.8522 4.2780 -0.1360 -0.07 0.11 -0.09 0.0219
H 0.5672 4.2736 0.8993 0.06 0.04 0.05 0.0284
H -0.5607 2.9380 0.9865 -0.02 -0.02 0.06 -0.0535
H 1.5089 5.0099 -1.8411 -0.05 0.05 0.00 0.0234
H 2.7111 3.8852 -2.4638 0.07 -0.03 -0.11 0.0161
H 2.8180 4.4615 -0.7976 0.08 0.00 0.08 0.0257
H -0.8111 3.3399 -2.7553 -0.02 0.07 -0.01 0.0165
H -0.7043 1.5899 -2.4936 -0.05 -0.08 0.01 -0.0147
H 0.5170 2.4148 -3.4442 0.08 -0.01 -0.08 0.0247
H 3.8278 2.3883 -1.3957 -0.07 0.35 -0.10 0.0553
H 5.9878 1.3052 -1.6844 0.03 0.01 -0.01 0.0784
H 6.2517 -1.0891 -1.0177 0.05 -0.01 -0.01 0.0805
H 4.3600 -2.2789 -0.0573 0.02 -0.10 0.01 0.0541
H 1.7683 -4.1436 -1.0047 -0.09 0.02 -0.08 0.0068
H 2.3420 -5.2018 0.2837 0.00 -0.09 0.04 0.0170
H 3.4743 -4.1694 -0.5891 0.09 0.02 -0.03 0.0103
H -0.2353 -3.8126 1.2574 -0.14 -0.02 -0.11 0.0085
H 0.1142 -2.8465 2.6834 -0.07 0.16 0.12 0.0127
H 0.8529 -4.4332 2.4872 0.03 -0.10 0.07 0.0224
H 4.4067 -2.7106 2.0905 0.13 0.03 -0.03 0.0089
H 3.4335 -3.9152 2.9337 -0.02 -0.12 0.03 0.0157
H 3.1714 -2.1937 3.2217 -0.05 0.07 0.09 0.0263
C -4.8933 0.5971 -2.6154 0.02 0.10 0.06 -0.0533
C -4.1287 1.4600 -1.6148 -0.06 0.04 -0.07 -0.6349
C -3.7526 2.7974 -2.2638 -0.05 -0.07 0.00 -0.0517
C -4.9851 1.7014 -0.3741 0.02 0.01 -0.08 -0.0513
N -2.9589 0.6662 -1.2220 0.04 -0.08 -0.01 -0.0623
N -2.0591 1.2676 -0.3190 0.02 0.20 -0.01 0.0171
H -5.7962 1.1048 -2.9540 -0.05 0.03 -0.02 0.0786
H -5.1691 -0.3507 -2.1581 -0.03 -0.08 0.05 0.0798
H -4.2778 0.3868 -3.4909 0.06 -0.02 -0.07 0.0789
H -4.6475 3.3635 -2.5231 -0.07 0.04 -0.02 0.0793
H -3.1704 2.6376 -3.1723 0.02 -0.02 -0.02 0.0759
H -3.1609 3.4144 -1.5873 0.02 0.05 0.03 0.0658
H -5.9444 2.1348 -0.6561 -0.06 0.05 -0.02 0.0778
H -4.4982 2.3900 0.3159 0.04 0.03 0.04 0.0750
H -5.1613 0.7614 0.1466 -0.01 -0.08 0.03 0.0840
H -2.4178 0.4088 -2.0422 -0.04 -0.03 0.02 0.0900
H -2.4284 1.2280 0.6253 0.09 -0.06 -0.08 0.0552
H -1.8386 2.2331 -0.5560 -0.14 -0.13 0.07 0.0278
```
Forces are in eV/Å.

Values from the calculation:
Molar mass, Da: 581.422
Maximum force, Eh/bohr: 0.0112
Multiplicity: 2
Energy above the lowest of the compared OMol25 structures with the same formula, charge and spin, eV: 0.0830
Total charge: -1
Kohn-Sham gap (alpha / beta), hartree: 0.1997 / 0.1981

***

Question: Which value of total charge does entry 3 give?
Answer: -1

***

Question: Look up the molar mass of the third one.
Answer: 581.422 Da

***

Question: Among the records above, which one has the lowest total charge?
Answer: C23H41CuN8SSi2